Here is a structure of composition H11LiO6 in a non-equilibrium geometry from the OMol25 dataset. Energies are from ωB97M-V/def2-TZVPD.

```
! RIJCOSX wB97M-V def2-TZVPD def2/J DEFGRID3
* xyz 0 1
Li 2.418 -0.649 -0.900
O 0.813 -0.386 0.158
H 0.584 0.349 0.685
O -1.521 2.604 -1.240
H -2.422 2.318 -0.821
H -1.017 1.786 -1.248
O 1.872 -0.318 2.826
H 1.565 -0.371 1.933
H 2.732 0.075 2.952
O -1.884 0.199 0.167
H -2.051 -0.161 -0.649
H -0.983 -0.057 0.488
O -0.170 -2.738 0.583
H -0.012 -1.810 0.102
H -0.525 -2.522 1.426
O 0.005 0.429 -2.344
H 0.575 1.108 -2.799
H 0.020 0.145 -1.319
*
```

Properties
HOMO ... -10.213 eV
Frontier orbital gap ... 8.66 eV
Electronic energy ... -12667.896 eV
Energy above the lowest of the compared OMol25 structures with the same formula, charge and spin ... 132.6 kJ/mol
Largest force on an atom ... 4.23 eV Å⁻¹